Entry from the Open Molecules 2025 dataset: a molecular structure, C35H52O2P4Tl at a distorted geometry (ωB97M-V with the def2-TZVPD basis set).

Geometry (Å):
Tl1 0.51 0.80 -0.84
P1 2.77 1.45 0.94
P2 -0.62 2.68 -2.06
P3 2.37 -0.39 -2.52
H1 -1.21 -3.08 -0.56
C1 -0.16 -3.32 -0.75
C2 0.66 -3.61 0.30
H2 0.29 -3.62 1.34
C3 2.48 1.90 2.69
C4 3.59 2.97 0.31
C5 4.22 0.34 1.12
C6 -1.91 1.97 -3.13
C7 -1.34 3.76 -0.81
C8 0.64 3.53 -3.04
C9 3.17 -2.02 -2.30
C10 3.76 0.71 -2.97
C11 1.50 -0.61 -4.11
H3 0.20 -3.30 -1.78
H4 1.74 -3.82 0.14
H5 2.33 0.99 3.29
H6 1.56 2.50 2.76
H7 3.31 2.48 3.09
H8 2.85 3.79 0.26
H9 3.99 2.80 -0.70
H10 4.40 3.27 0.98
H11 3.92 -0.57 1.65
H12 5.03 0.83 1.69
H13 4.61 0.06 0.13
H14 -2.36 2.84 -3.63
H15 -2.65 1.44 -2.50
H16 -1.49 1.26 -3.87
H17 -1.85 4.55 -1.38
H18 -0.55 4.18 -0.16
H19 -2.06 3.20 -0.18
H20 0.12 4.42 -3.45
H21 1.02 2.88 -3.85
H22 1.49 3.84 -2.39
H23 3.64 -2.31 -3.25
H24 2.43 -2.78 -2.01
H25 3.94 -1.96 -1.52
H26 4.26 0.31 -3.86
H27 4.50 0.76 -2.15
H28 3.40 1.72 -3.18
H29 2.20 -1.03 -4.84
H30 1.10 0.34 -4.50
H31 0.66 -1.31 -3.98
C12 -1.71 -0.74 -6.92
C13 -2.82 -1.06 -7.75
C14 -3.09 -2.41 -7.99
C15 -2.25 -3.41 -7.48
C16 -1.08 -3.07 -6.79
C17 -0.77 -1.73 -6.61
O1 -1.53 0.43 -6.21
H32 -2.16 1.12 -6.48
H33 -3.44 -0.27 -8.16
H34 -3.97 -2.69 -8.57
H35 -2.52 -4.47 -7.62
H36 -0.42 -3.84 -6.40
H37 0.16 -1.42 -6.12
O2 -0.42 0.17 1.88
P4 -0.94 -0.14 3.27
C18 -2.56 -0.95 3.18
C19 -3.37 -1.19 4.30
C20 -4.60 -1.84 4.16
C21 -5.05 -2.24 2.89
C22 -4.25 -1.99 1.77
C23 -3.01 -1.36 1.91
C24 0.16 -1.22 4.23
C25 -0.12 -1.64 5.55
C26 0.80 -2.41 6.26
C27 2.01 -2.79 5.67
C28 2.26 -2.42 4.35
C29 1.34 -1.67 3.62
C30 -1.17 1.37 4.23
C31 -0.37 1.71 5.32
C32 -0.51 2.96 5.95
C33 -1.47 3.88 5.50
C34 -2.28 3.54 4.41
C35 -2.14 2.29 3.79
H38 -3.04 -0.88 5.30
H39 -5.22 -2.04 5.04
H40 -6.02 -2.74 2.78
H41 -4.59 -2.29 0.78
H42 -2.39 -1.18 1.04
H43 -1.06 -1.34 6.03
H44 0.57 -2.72 7.28
H45 2.74 -3.36 6.23
H46 3.19 -2.73 3.87
H47 1.52 -1.42 2.58
H48 0.38 1.02 5.71
H49 0.13 3.23 6.81
H50 -1.59 4.86 5.99
H51 -3.03 4.24 4.04
H52 -2.78 2.02 2.95

Results
Net charge: +3
Maximum force, hartree/bohr: 0.0569
Calculated total energy, hartree: -3052.28994
HOMO energy, eV: -14.178